2 unconnected molecules or ions with the total composition CH5N3OS. Source: OMol25; level of theory: wB97M-V/def2-TZVPD.

Last column: natural (NBO) charge in e.
Atoms and positions in Å:
C (1.72280, -1.13998, -0.94352)  0.874
N (2.79599, -1.00634, -1.41090)  -0.729
N (-2.11173, 0.20693, 0.52353)  -0.647
N (-0.74323, 0.48672, 0.81412)  -0.548
O (0.78783, -1.61180, -0.39087)  -0.577
S (0.06442, 1.74955, -0.06997)  -0.413
H (3.29259, -0.30438, -2.04444)  0.453
H (-0.04635, -0.42519, 0.67322)  0.460
H (-2.72108, 0.57532, 1.24882)  0.354
H (-2.34097, 0.80010, -0.27955)  0.375
H (-0.70027, 0.66908, 1.87958)  0.398

Forces on atoms 1 to 2 (eV/Å):
-1.492 -1.486 1.083
2.919 2.302 -2.457

Values from the calculation:
Lowest unoccupied orbital energy   0.0193 hartree
SMILES   N[NH2+][S-].N=C=O
Molecular weight   107.14 Da
Relative energy (zero: lowest compared OMol25 entry of this formula, charge and spin)   39.13 kcal/mol
Kohn-Sham gap   0.3104 hartree
Spin multiplicity   1